This record from the OMol25 dataset describes a cluster of 19 separate species, C57H159N7O26 in total at a distorted geometry. The level of theory is ωB97M-V with the def2-TZVPD basis set.

Results
- HOMO-LUMO gap: 8.69 eV

Structure (XYZ):
```
249
C57H159N7O26 ωB97M-V with the def2-TZVPD basis set
C 2.57 -4.78 -0.74
O 3.69 -3.99 -0.29
H 1.97 -4.75 0.18
H 2.04 -4.49 -1.62
H 2.81 -5.85 -0.86
H 3.90 -3.29 -0.95
C -2.93 -0.14 -6.35
O -2.93 -0.74 -5.05
H -2.93 0.97 -6.25
H -2.05 -0.52 -6.85
H -3.83 -0.52 -6.82
H -2.10 -0.33 -4.63
C 0.31 1.31 -4.76
O -0.56 0.57 -3.92
H 1.30 1.40 -4.25
H 0.48 0.85 -5.72
H -0.11 2.30 -4.85
H -0.06 -0.16 -3.55
C -2.69 -5.55 -4.00
O -1.58 -6.30 -3.49
H -3.61 -5.97 -3.57
H -2.53 -4.51 -3.76
H -2.65 -5.68 -5.08
H -1.96 -6.76 -2.73
C 3.12 7.49 -0.16
O 3.71 6.51 0.63
H 3.61 8.46 -0.11
H 3.15 7.16 -1.21
H 2.05 7.67 0.08
H 4.44 6.91 1.17
C 4.14 0.41 -5.05
O 3.51 -0.73 -4.44
H 4.45 0.14 -6.07
H 3.46 1.24 -4.98
H 4.99 0.69 -4.39
H 2.94 -1.14 -5.09
C 5.37 -1.51 2.07
O 5.86 -0.20 1.63
H 4.90 -1.98 1.19
H 6.18 -2.13 2.51
H 4.57 -1.37 2.82
H 6.30 0.23 2.37
C 5.97 -1.64 -2.02
O 4.58 -2.07 -2.22
H 6.16 -1.71 -0.97
H 6.67 -2.26 -2.59
H 6.10 -0.62 -2.42
H 4.25 -1.80 -3.09
C 2.40 -4.68 -4.78
O 2.04 -3.43 -4.18
H 1.49 -4.99 -5.28
H 3.17 -4.40 -5.50
H 2.76 -5.41 -4.09
H 2.64 -3.30 -3.44
C -5.71 -4.38 -1.89
O -4.98 -3.18 -1.72
C -5.20 -2.27 -2.77
C -4.77 -0.88 -2.38
N -5.41 -0.48 -1.17
C -5.48 0.97 -0.87
C -6.09 1.25 0.49
O -5.19 0.80 1.47
C -5.53 1.14 2.78
H -5.15 -5.24 -2.18
H -6.48 -4.28 -2.69
H -6.25 -4.69 -0.99
H -6.26 -2.28 -3.05
H -4.57 -2.56 -3.69
H -5.06 -0.20 -3.19
H -3.71 -0.89 -2.31
H -5.03 -1.04 -0.42
H -6.05 1.40 -1.70
H -4.52 1.46 -0.96
H -7.07 0.72 0.61
H -6.17 2.37 0.57
H -4.80 0.79 3.45
H -6.51 0.72 3.11
H -5.44 2.29 2.92
C 1.41 3.81 -1.67
O 2.72 4.15 -2.01
C 2.69 4.96 -3.19
C 4.09 5.38 -3.48
N 4.89 4.20 -3.94
C 6.32 4.59 -4.21
C 7.25 3.46 -4.41
O 7.29 2.71 -3.25
C 8.40 1.84 -3.28
H 0.98 3.41 -2.57
H 0.90 4.64 -1.19
H 1.44 2.97 -1.05
H 2.22 5.96 -2.99
H 2.08 4.47 -3.96
H 4.54 5.91 -2.58
H 4.02 6.10 -4.29
H 4.87 3.49 -3.16
H 6.60 5.36 -3.49
H 6.33 5.10 -5.21
H 8.24 3.93 -4.68
H 6.94 2.88 -5.26
H 8.39 1.29 -2.36
H 9.35 2.32 -3.46
H 8.25 1.09 -4.09
C -5.29 -2.36 3.16
O -6.02 -3.52 2.98
C -7.39 -3.44 3.35
C -8.30 -2.86 2.30
N -8.53 -1.43 2.38
C -9.48 -0.80 1.46
C -9.64 0.59 1.89
O -10.33 0.68 3.18
C -10.46 2.01 3.57
H -5.18 -2.17 4.20
H -5.74 -1.44 2.70
H -4.35 -2.61 2.69
H -7.51 -2.93 4.31
H -7.63 -4.49 3.53
H -9.24 -3.42 2.29
H -7.88 -2.99 1.28
H -8.86 -1.16 3.30
H -10.43 -1.34 1.40
H -9.12 -0.80 0.43
H -10.21 1.20 1.15
H -8.69 1.11 2.00
H -10.70 2.04 4.66
H -11.28 2.46 3.00
H -9.52 2.58 3.34
C 4.00 1.50 -0.38
O 2.66 0.94 -0.17
C 2.21 0.23 -1.31
C 1.42 -1.01 -0.98
N 0.83 -1.49 -2.22
C -0.21 -2.51 -2.08
C -1.48 -1.95 -1.45
O -1.49 -2.19 -0.08
C -2.58 -1.62 0.65
H 4.77 0.75 -0.66
H 4.33 2.05 0.53
H 3.91 2.18 -1.23
H 3.06 -0.07 -1.91
H 1.62 0.91 -1.94
H 0.61 -0.76 -0.29
H 1.98 -1.76 -0.47
H 1.56 -1.80 -2.90
H 0.11 -3.44 -1.65
H -0.57 -2.73 -3.11
H -2.42 -2.36 -1.85
H -1.52 -0.87 -1.65
H -2.97 -0.76 0.10
H -2.24 -1.41 1.64
H -3.42 -2.32 0.64
C -7.57 3.89 6.23
O -6.37 4.43 5.70
C -5.28 3.56 5.58
C -4.31 4.23 4.62
N -3.18 3.31 4.30
C -2.14 3.85 3.41
C -0.94 2.97 3.06
O -0.17 3.77 2.17
C 0.97 3.08 1.73
H -7.81 2.89 5.74
H -8.32 4.65 6.11
H -7.56 3.69 7.32
H -5.57 2.56 5.23
H -4.84 3.54 6.59
H -4.03 5.15 5.11
H -4.79 4.49 3.69
H -2.72 2.93 5.15
H -1.75 4.84 3.71
H -2.62 4.04 2.42
H -1.28 2.14 2.44
H -0.31 2.63 3.92
H 1.55 2.63 2.55
H 1.62 3.76 1.23
H 0.70 2.23 1.08
C 1.67 -8.15 -3.13
O 0.71 -9.17 -2.97
C 0.90 -9.87 -1.76
C 0.13 -9.32 -0.63
N -1.32 -9.49 -0.98
C -2.27 -8.92 -0.02
C -2.37 -7.38 0.37
O -2.64 -6.63 -0.81
C -2.64 -5.21 -0.55
H 2.68 -8.60 -3.12
H 1.61 -7.53 -2.26
H 1.30 -7.57 -3.99
H 1.95 -10.02 -1.58
H 0.59 -10.93 -1.91
H 0.35 -8.23 -0.53
H 0.30 -9.78 0.32
H -1.43 -9.06 -1.96
H -2.16 -9.43 0.94
H -3.27 -9.04 -0.45
H -1.40 -7.03 0.84
H -3.14 -7.24 1.14
H -1.72 -4.85 -0.09
H -3.52 -5.05 0.05
H -2.88 -4.61 -1.49
C 3.32 6.06 5.54
O 3.97 5.07 4.81
C 3.15 4.45 3.80
C 4.00 3.67 2.87
N 4.13 2.22 3.22
C 4.81 1.97 4.44
C 6.28 2.30 4.54
O 7.03 1.59 3.56
C 8.42 1.72 3.74
H 2.47 5.78 6.18
H 2.99 6.86 4.85
H 4.08 6.49 6.25
H 2.68 5.25 3.25
H 2.35 3.87 4.26
H 4.95 4.23 2.75
H 3.54 3.69 1.88
H 4.62 1.76 2.43
H 4.65 0.86 4.56
H 4.31 2.51 5.25
H 6.67 2.02 5.58
H 6.45 3.35 4.33
H 8.72 2.77 3.91
H 8.96 1.30 2.85
H 8.67 1.22 4.67
C -1.58 1.68 -0.59
C -2.22 3.00 -0.84
O -2.30 3.39 -2.19
H -1.70 1.35 0.47
H -0.51 1.64 -0.86
H -2.06 0.95 -1.23
H -1.70 3.80 -0.23
H -3.22 2.98 -0.36
H -2.62 2.61 -2.67
C 6.90 3.19 0.34
C 7.94 4.16 0.94
O 9.25 3.53 0.87
H 7.25 3.10 -0.69
H 5.87 3.53 0.38
H 6.94 2.20 0.85
H 7.80 4.49 2.00
H 7.91 5.08 0.30
H 9.93 4.17 1.11
C 0.21 -0.71 3.66
C 1.50 -0.28 3.01
O 2.08 0.61 3.95
H -0.28 -1.45 3.06
H -0.47 0.09 3.86
H 0.46 -1.21 4.62
H 1.29 0.23 2.03
H 2.16 -1.14 2.74
H 2.60 1.29 3.53
```

Löwdin atomic charge list, values in e, 8 entries: C -0.142; O -0.147; H 0.082; H 0.040; H 0.073; H 0.033; C -0.155; O -0.183